[1]
The molecule C4H5NO, computed with ωB97M-V/def2-TZVPD.

Structure (XYZ):
```
11
C4H5NO, DFT ωB97M-V/def2-TZVPD
O -0.5833 2.1188 -0.6161
C -0.1103 0.8841 -0.2586
C -0.7532 0.0694 0.7030
C -0.1096 -1.1360 0.7144
N 0.9359 -1.0722 -0.1477
C 0.9564 0.1764 -0.7736
H -1.4668 2.1749 -0.2214
H -1.5708 0.3667 1.3405
H -0.3857 -2.0521 1.2112
H 1.5324 -1.8731 -0.2956
H 1.5551 0.3431 -1.6561
```

Output
Gap between HOMO and LUMO: 9.0398 eV
SMILES string: Oc1cc[nH]c1
LUMO level: 1.0 eV
2S+1: 1
Relative energy (zero: lowest compared OMol25 entry of this formula, charge and spin): 57.3 kJ/mol
Net charge: 0

Atom charges from the Mulliken analysis, given in e for atoms 1 to 2: number 1, O, carries -0.53; number 2, C, carries 0.81

---

[2]
A cluster of 2 separate species, C5H11O2 in total, computed with ωB97M-V/def2-TZVPD.

Structure (XYZ):
```
18
C5H11O2, DFT ωB97M-V/def2-TZVPD
C 2.1778 0.6972 -0.7121
C 1.3165 -0.1743 -1.7003
C 1.1791 1.8363 -0.2809
H 2.3095 -0.0890 0.0665
H 3.1653 1.0246 -1.0016
H 1.3194 0.2212 -2.7134
H 0.3102 1.2446 0.1004
H 1.5457 2.7385 0.2286
H 0.3257 -0.1980 -1.1861
H 1.6518 -1.1510 -1.8526
H 0.9144 2.4510 -1.1861
C -2.8609 -1.3063 1.8899
C -1.6122 -0.8965 0.9957
O -0.4688 -1.3134 1.2920
O -2.0258 -0.4052 -0.0637
H -3.4100 -1.9963 1.2537
H -3.2963 -0.4747 2.4081
H -2.5414 -2.2087 2.4619
```

Output
Gap between HOMO and LUMO: 8.0130 eV
LUMO level: 4.1 eV
2S+1: 1
Relative energy (zero: lowest compared OMol25 entry of this formula, charge and spin): 148.4 kJ/mol
Net charge: -1

Atom charges from the Mulliken analysis, given in e for atoms 1 to 2: number 1, C, carries -0.32; number 2, C, carries -0.97

---

[3]
The molecule C3H2O3, computed with ωB97M-V/def2-TZVPD.

Structure (XYZ):
```
8
C3H2O3, DFT ωB97M-V/def2-TZVPD
O -2.5217 -0.6590 0.4119
C -1.3986 -0.7213 0.1154
C -0.1388 -0.5524 -0.0379
O 0.9857 -1.3021 -0.0673
C 0.3254 1.0360 0.0509
O -0.2457 2.0498 -0.1786
H 1.5867 -0.7595 -0.6240
H 1.4069 0.9086 0.3297
```

Output
Gap between HOMO and LUMO: 9.1517 eV
SMILES string: O=C=C(O)C=O
LUMO level: 0.0 eV
2S+1: 1
Relative energy (zero: lowest compared OMol25 entry of this formula, charge and spin): 243.6 kJ/mol
Net charge: 0

Atom charges from the Mulliken analysis, given in e for atoms 1 to 2: number 1, O, carries -0.37; number 2, C, carries 0.64

---

[4]
The molecule C20H26N2O2, computed with ωB97M-V/def2-TZVPD.

Structure (XYZ):
```
50
C20H26N2O2, DFT ωB97M-V/def2-TZVPD
O -2.4006 -0.6801 -1.8500
C -2.4848 -1.3922 -0.8685
C -3.6834 -2.2452 -0.5132
C -4.3981 -1.6931 0.7321
C -4.7869 -0.2572 0.5115
C -5.9367 0.0561 -0.2011
C -6.2745 1.3736 -0.4507
C -5.4628 2.3964 0.0086
C -4.3152 2.0940 0.7205
C -3.9798 0.7751 0.9698
N -1.4906 -1.4421 0.0464
N -0.3086 -0.7335 -0.1715
C 0.7995 -1.0824 0.5169
O 0.7351 -1.9396 1.3831
C 2.0869 -0.3441 0.1785
C 2.6363 0.2470 1.4854
C 3.9950 0.8938 1.2314
C 4.9727 -0.1557 0.7056
C 4.4356 -0.7377 -0.6007
C 4.2794 0.3781 -1.6327
C 3.2995 1.4233 -1.1017
C 3.8375 2.0111 0.2015
C 1.9354 0.7708 -0.8569
C 3.0792 -1.3922 -0.3499
H -4.3630 -2.2258 -1.3657
H -3.3640 -3.2739 -0.3353
H -5.2878 -2.2978 0.9197
H -3.7411 -1.7715 1.6002
H -6.5726 -0.7399 -0.5627
H -7.1719 1.6030 -1.0066
H -5.7237 3.4258 -0.1880
H -3.6779 2.8880 1.0818
H -3.0826 0.5457 1.5277
H -1.3998 -2.1109 0.8021
H -0.3602 -0.1431 -0.9909
H 2.7233 -0.5495 2.2261
H 1.9344 0.9904 1.8720
H 4.3758 1.3111 2.1700
H 5.9512 0.2990 0.5356
H 5.0952 -0.9512 1.4435
H 5.1332 -1.4925 -0.9800
H 3.9111 -0.0340 -2.5752
H 5.2480 0.8434 -1.8274
H 3.1826 2.2229 -1.8419
H 4.8018 2.4908 0.0205
H 3.1508 2.7722 0.5791
H 1.2309 1.5262 -0.5000
H 1.5668 0.3678 -1.8040
H 2.6955 -1.8250 -1.2778
H 3.1738 -2.1956 0.3827
```

Output
Gap between HOMO and LUMO: 9.6179 eV
SMILES string: O=C(CCc1ccccc1)NNC(=O)[C@]12C[C@H]3C[C@H](C[C@H](C3)C1)C2
LUMO level: 0.7 eV
2S+1: 1
Relative energy (zero: lowest compared OMol25 entry of this formula, charge and spin): 0.0 kJ/mol
Net charge: 0

Atom charges from the Mulliken analysis, given in e for atoms 1 to 2: number 1, O, carries -0.70; number 2, C, carries 0.49

---

[5]
A structure of composition C21H27N3O3S, computed with ωB97M-V/def2-TZVPD.

Structure (XYZ):
```
55
C21H27N3O3S, DFT ωB97M-V/def2-TZVPD
C 0.6359 3.6702 -1.0090
C -0.4960 2.9502 -0.6288
C -0.6212 2.6286 0.6659
C -1.8674 1.8468 1.0865
C -2.9111 1.4634 0.0544
C -2.8892 1.9736 -1.0533
C -1.7788 2.5890 -1.3522
H -1.6206 3.0705 -2.6649
H -3.7107 1.8946 -1.8695
S -4.3806 0.7472 0.7419
O -5.4150 0.9608 -0.3164
O -4.9119 1.4779 1.8978
N -3.9831 -0.9505 0.9707
H -3.3644 -0.8025 1.9012
C -4.0516 -1.8315 -0.0306
H -4.6638 -2.6982 0.6430
C -2.6384 -2.4734 -0.3474
C -1.9349 -1.2637 -1.0368
H -1.5945 -0.2921 -0.4817
C -0.5987 -1.6905 -1.5308
H -0.0843 -0.9455 -2.2646
C 0.1762 -2.1770 -0.3420
C 0.7180 -0.9944 0.4485
O 0.1045 -0.7171 1.5921
N 1.7794 -0.2605 -0.3452
H 2.4162 -0.7773 -0.8752
C 2.4440 0.4368 0.6328
C 3.9677 0.6485 0.5263
N 4.3254 -0.3728 -0.2561
C 5.7488 -0.5165 -0.4128
C 6.6365 0.3066 0.2616
C 6.1013 1.0365 1.1512
C 4.7945 1.2529 1.4252
H 4.3189 1.7464 2.1235
H 6.7736 1.5410 1.9258
H 7.7275 0.2503 0.2198
H 6.0667 -1.1581 -1.4264
H 2.1436 1.6213 0.4960
H 2.0679 0.6170 1.6884
C -0.5891 -3.2268 0.3609
C -1.7537 -2.9401 0.9125
H -1.8020 -2.0066 1.7278
H -2.4625 -3.7276 1.2682
H 0.0698 -3.8248 1.1488
H -0.7146 -4.1507 -0.4716
H 1.3597 -2.7845 -0.9285
H -0.6699 -2.6579 -2.3147
H -2.3619 -0.9559 -1.9018
H -2.8447 -3.0293 -1.2161
H -4.7556 -1.3393 -0.6799
H -2.0108 1.6044 2.0869
H 0.0372 2.7720 1.3488
H 1.3910 4.0396 -0.3532
H 0.3861 4.4693 -1.5734
H 1.2903 2.9496 -1.6235
```

Output
Gap between HOMO and LUMO: 8.7823 eV
LUMO level: 0.3 eV
2S+1: 1
Relative energy (zero: lowest compared OMol25 entry of this formula, charge and spin): 1763.3 kJ/mol
Net charge: 0

Atom charges from the Mulliken analysis, given in e for atoms 1 to 2: number 1, C, carries -1.98; number 2, C, carries 1.07

---

[6]
A structure of composition C19H23BMgN10S, computed with ωB97M-V/def2-TZVPD.

Structure (XYZ):
```
55
C19H23BMgN10S, DFT ωB97M-V/def2-TZVPD
Mg 0.3384 0.4256 0.3095
C 1.0737 -2.3876 5.6945
C 1.2152 -2.9924 4.2837
N 0.1026 -2.8229 3.3759
C -0.1736 -1.7140 2.6762
S 0.8024 -0.2836 2.8049
N -1.2173 -1.8319 1.8515
N -1.4134 -0.7427 1.0919
C -2.6178 -0.4115 0.6381
C -3.8766 -1.2157 0.8595
C -2.6943 0.8854 0.0156
C -3.8471 1.3788 -0.6162
C -3.8836 2.7137 -0.9964
C -2.8693 3.5692 -0.6123
C -1.7662 3.0132 0.0242
N -1.6318 1.6972 0.2720
H 1.9678 -2.5635 6.2872
H 0.9080 -1.3277 5.6754
H 0.2565 -2.8496 6.2236
H 2.0744 -2.5565 3.7568
H 1.4338 -4.0642 4.4135
H -0.5474 -3.6140 3.1997
H -3.5735 -2.1105 1.4561
H -4.5193 -0.5957 1.4753
H -4.3557 -1.4784 -0.1039
H -4.6191 0.6851 -0.8798
H -4.7554 3.0283 -1.5736
H -2.9376 4.6422 -0.7241
H -0.9044 3.6122 0.2786
C -0.1425 -2.9125 -2.7787
C -0.5157 -2.2698 -1.5526
N 0.1819 -1.1328 -1.4019
N 0.9962 -0.9748 -2.5277
C 0.8024 -2.0468 -3.3691
B 1.7977 0.3455 -2.6348
N 1.0183 1.6648 -2.5402
C 0.5504 2.5205 -3.5160
C 0.4996 3.8326 -2.9912
C 0.8260 3.6813 -1.6135
N 1.0241 2.3544 -1.3139
N 2.9392 0.3532 -1.5673
C 4.2686 0.3587 -1.6053
C 4.7706 0.1710 -0.2688
C 3.6054 0.1165 0.5500
N 2.5103 0.2231 -0.2055
H -0.6517 -3.7720 -3.1985
H -1.3126 -2.5393 -0.8599
H 1.2734 -2.1502 -4.3448
H 2.2857 0.3119 -3.7284
H 0.2143 2.1309 -4.4906
H 0.1241 4.7332 -3.4727
H 0.8834 4.3988 -0.7818
H 4.7968 0.4440 -2.5446
H 5.8234 0.1088 0.0025
H 3.4613 -0.0392 1.5979
```

Output
Gap between HOMO and LUMO: 7.2465 eV
LUMO level: -0.2 eV
2S+1: 1
Relative energy (zero: lowest compared OMol25 entry of this formula, charge and spin): 0.0 kJ/mol
Net charge: 0

Atom charges from the Mulliken analysis, given in e for atoms 1 to 2: number 1, Mg, carries 1.36; number 2, C, carries -1.08